C7H13N2 | ωB97M-V/def2-TZVPD

Orbital gap, eV: 6.4
ΔE to the lowest compared entry with this formula, charge and spin, eV: 6.137
Calculated total energy, eV: -10438.0608

ORCA input file:
```
! wB97M-V def2-TZVPD RIJCOSX def2/J DEFGRID3
* xyz 1 1
C 1.542 1.256 -0.210
C 1.755 -0.179 -0.438
C 0.440 1.894 -0.368
C -2.260 -0.274 -0.248
C 2.784 -0.950 0.059
C -0.809 2.262 -0.659
C -2.347 -0.620 1.133
N 3.552 -0.660 1.119
N -2.482 -1.085 -1.210
H 2.363 1.909 0.185
H 1.030 -0.728 -1.166
H 3.096 -2.011 -0.225
H -1.252 2.774 -1.460
H -1.540 1.887 0.000
H -1.361 0.634 -0.787
H -1.579 -0.293 1.718
H -2.148 -1.698 1.157
H -3.350 -0.349 1.665
H 4.435 -1.117 1.424
H 3.431 0.228 1.466
H -3.069 -1.871 -0.979
H -2.231 -1.008 -2.175
*
```